A molecular structure, C30H48BInN8S. Source: OMol25; level of theory: ωB97M-V/def2-TZVPD.

Summary:
Highest occupied orbital energy = -12.5 eV
LUMO = -8.05 eV
Total energy = -2222.78900 Ha
Energy above the lowest of the compared OMol25 structures with the same formula, charge and spin = 2.764 eV
HOMO-LUMO gap = 0.16496 Ha

```
! RIJCOSX wB97M-V def2-TZVPD def2/J DEFGRID3
* xyz 2 1
In -0.2101 -0.1226 0.0811
C -2.4624 -4.8084 -1.5155
C -2.3729 -3.5843 -0.6670
C -3.2143 -3.1754 0.3719
C -2.7000 -1.9725 0.8382
N -1.6148 -1.6856 0.1148
N -1.4052 -2.6703 -0.8125
B -0.1716 -2.5407 -1.7864
N 1.1094 -2.5021 -0.8898
N 1.3960 -1.4380 -0.0806
C 2.5149 -1.6785 0.6002
C 3.0011 -2.9180 0.1949
C 2.0967 -3.4033 -0.7459
C 2.1603 -4.6996 -1.4836
C 3.0544 -0.6881 1.6093
C 2.0668 0.4616 1.8365
C 3.2929 -1.4152 2.9392
C 4.3751 -0.1079 1.0807
N -0.3692 -1.2122 -2.5902
N -0.2632 0.0149 -1.9963
C -0.5200 0.9699 -2.8888
C -0.7566 0.3548 -4.1140
C -0.6488 -1.0151 -3.8901
C -0.8258 -2.1140 -4.8851
C -0.5086 2.4334 -2.5051
C -1.8175 3.0813 -2.9743
C -0.3798 2.6045 -0.9867
C 0.6911 3.1150 -3.1816
C -3.1382 -1.0266 1.9357
C -4.3998 -1.5660 2.6118
C -2.0147 -0.8982 2.9722
C -3.4294 0.3522 1.3299
H -3.3277 -5.3948 -1.2167
H -1.5730 -5.4307 -1.4075
H -2.5691 -4.5525 -2.5704
H -4.0871 -3.7005 0.7293
H -0.1105 -3.4622 -2.5380
H 3.8985 -3.4142 0.5281
H 2.7247 -5.4182 -0.8918
H 2.6807 -4.5604 -2.4327
H 1.1726 -5.1099 -1.6865
H 1.1083 0.0909 2.2550
H 1.9213 1.0356 0.9085
H 2.4479 1.1755 2.5669
H 2.3758 -1.8829 3.3079
H 3.6502 -0.7121 3.6957
H 4.0476 -2.1938 2.8230
H 4.2285 0.4147 0.1332
H 5.0989 -0.9061 0.9176
H 4.7940 0.5915 1.8096
H -0.9787 0.8281 -5.0580
H -1.5203 -1.7864 -5.6566
H -1.2121 -3.0253 -4.4322
H 0.1276 -2.3394 -5.3637
H -2.6886 2.5698 -2.5550
H -1.8964 3.0476 -4.0617
H -1.8517 4.1294 -2.6676
H -1.2419 2.1487 -0.4570
H -0.3826 3.6567 -0.7023
H 0.5829 2.2032 -0.6331
H 0.6244 3.0074 -4.2640
H 1.6348 2.6717 -2.8564
H 0.6995 4.1817 -2.9416
H -4.2154 -2.5442 3.0598
H -5.2180 -1.6590 1.8951
H -4.7200 -0.8865 3.4038
H -1.7439 -1.8663 3.3931
H -2.3167 -0.2361 3.7853
H -1.0997 -0.4608 2.5336
H -4.1904 0.2967 0.5518
H -2.5262 0.8016 0.8779
H -3.7682 1.0461 2.1008
C 6.4299 -1.0965 -6.2618
C 5.1825 -1.6201 -5.6237
C 4.5438 -2.7693 -5.9777
C 3.3804 -3.1260 -5.2734
N 2.8714 -2.3929 -4.2855
C 3.4969 -1.2442 -3.9349
S 2.9892 -0.1805 -2.7192
N 4.6419 -0.9023 -4.6164
C 2.6582 -4.3885 -5.6341
H 6.7689 -1.7705 -7.0431
H 7.2247 -0.9913 -5.5205
H 6.2506 -0.1133 -6.7019
H 4.9274 -3.3852 -6.7787
H 5.0836 -0.0424 -4.3242
H 3.1548 -4.9155 -6.4458
H 1.6345 -4.1642 -5.9360
H 2.5968 -5.0512 -4.7701
*
```

Results of the Mulliken charge analysis, in e, for atoms 1 through 4:
1 In 0.03
2 C -1.34
3 C 0.93
4 C -1.08

=====

A molecular structure, C30H48BrCaN3P2Se. Source: OMol25; level of theory: ωB97M-V/def2-TZVPD.

Summary:
Highest occupied orbital energy (spin up / spin down) = -10.9 / -10.9 eV
LUMO (spin up / spin down) = -8.15 / -8.14 eV
Total energy = -7671.38865 Ha
Energy above the lowest of the compared OMol25 structures with the same formula, charge and spin = 0.610 eV
HOMO-LUMO gap (spin up / spin down) = 0.10138 / 0.10142 Ha

```
! RIJCOSX wB97M-V def2-TZVPD def2/J DEFGRID3
* xyz 2 1
N -2.5110 5.1777 -7.0138
C -2.1191 4.0632 -7.6240
C -1.8319 2.8600 -6.9505
C -1.9882 2.7537 -5.5350
C -2.4011 3.9865 -4.9227
C -2.6564 5.1355 -5.6841
C -1.7346 1.5554 -4.7434
Ca -1.1119 -0.7823 -2.8483
P -2.3516 -2.9410 3.1802
C -2.2885 1.3231 -3.4629
C -1.5926 1.7253 -2.2521
C -2.1397 1.9075 -0.9540
C -1.3208 1.9142 0.1592
C 0.0805 1.7927 0.0659
C 0.6206 1.7594 -1.2197
C -0.1793 1.7625 -2.3467
Br -0.2592 -1.2253 0.2615
H -1.0885 0.7828 -5.1837
H -3.3000 0.9808 -3.3217
H -1.4540 2.0330 -7.5533
H -2.4720 4.0664 -3.8344
H -2.0311 4.1367 -8.7210
H -3.0110 6.0592 -5.1965
H -3.2365 2.0300 -0.8602
H 0.2789 1.9022 -3.3301
H -1.7656 1.9525 1.1440
H 1.6977 1.7113 -1.3682
P 1.3058 1.8984 1.4065
C -2.8764 -3.3561 1.5034
C -4.1904 -4.1502 1.6059
H -2.0789 -3.9439 1.0330
H -2.9701 -2.4205 0.9426
H -4.4131 -4.6443 0.6538
H -4.1210 -4.9234 2.3829
H -5.0289 -3.4906 1.8610
C -2.8906 -1.2311 3.5221
C -3.2225 -1.0416 5.0164
H -3.7849 -1.0465 2.9134
H -2.0904 -0.5577 3.1879
H -3.7364 -0.0829 5.1778
H -3.8861 -1.8406 5.3807
H -2.3156 -1.0505 5.6384
C -0.5316 -2.9010 3.2947
C -0.0031 -4.1308 4.0464
H -0.2703 -1.9849 3.8354
H -0.1354 -2.8067 2.2752
H 1.0723 -4.0207 4.2416
H -0.5043 -4.2475 5.0197
H -0.1651 -5.0583 3.4783
C 2.5195 0.5824 1.5440
C 3.7582 0.9210 2.4055
H 2.8151 0.2405 0.5341
H 1.9607 -0.2636 1.9854
H 4.5525 1.4222 1.8247
H 3.4938 1.5527 3.2737
H 4.1628 -0.0283 2.7988
C 0.4308 2.1074 2.9404
C -0.3785 3.3964 2.9288
H 1.2145 2.1073 3.7119
H -0.1764 1.2049 3.0940
H 0.2941 4.2551 3.0074
H -0.9687 3.5152 2.0221
H -1.0578 3.4003 3.7854
C 2.1097 3.4733 1.0366
C 3.1286 3.4997 -0.0980
H 2.5514 3.8115 1.9875
H 1.2813 4.1577 0.7925
H 2.6370 3.6757 -1.0623
H 3.8068 4.3495 0.0425
H 3.7430 2.5913 -0.1694
C 4.5592 -1.3993 -1.6688
N 3.7534 -2.5008 -1.1746
C 4.2092 -3.4234 -0.2558
C 3.2113 -4.3128 -0.0460
N 2.1416 -3.9278 -0.8362
C 0.9034 -4.6586 -0.9190
C 2.4557 -2.7936 -1.5445
Se 1.4023 -1.8738 -2.7805
H 4.1459 -1.0346 -2.6062
H 5.5748 -1.7736 -1.8204
H 4.5938 -0.5903 -0.9320
H 5.2147 -3.3711 0.1343
H 3.1704 -5.1754 0.5824
H 1.1253 -5.7214 -0.8466
H 0.2423 -4.3694 -0.1024
H 0.4225 -4.4377 -1.8706
*
```

Results of the Mulliken charge analysis, in e, for atoms 1 through 4:
1 N -0.46
2 C -0.28
3 C -0.57
4 C 0.39

=====

A molecular structure, C30H48CaF6O24P. Source: OMol25; level of theory: ωB97M-V/def2-TZVPD.

Summary:
Highest occupied orbital energy (spin up / spin down) = -14.3 / -14.3 eV
LUMO (spin up / spin down) = -5.98 / -11.67 eV
Expectation value of S² = 0.76
Total energy = -4595.51250 Ha
HOMO-LUMO gap (spin up / spin down) = 0.30672 / 0.09752 Ha

```
! RIJCOSX wB97M-V def2-TZVPD def2/J DEFGRID3
* xyz 2 2
Ca -4.8344 17.1673 -6.3897
P -3.0904 17.6942 -9.1550
F -2.9722 19.2180 -9.6753
F -2.8175 17.0989 -10.6874
F -1.5319 17.6452 -8.7066
F -3.1699 16.1869 -8.5238
F -3.4456 18.2987 -7.6787
F -4.7112 17.6752 -9.4044
C 1.3642 19.8368 -7.9464
C 0.5826 20.0622 -9.2457
C -0.0372 21.5016 -9.2217
O 0.2747 21.9298 -10.4769
C 1.3900 21.3206 -10.9113
O 2.1139 21.7771 -11.8236
O 1.4918 20.1524 -10.3067
H 1.9066 20.7141 -7.5941
H 2.1050 19.0615 -8.1420
H 0.6706 19.4890 -7.1809
H -0.0463 19.1766 -9.3375
H 0.3442 22.1130 -8.4038
H -1.0857 21.2152 -9.1392
C -9.5950 22.0773 -6.4914
C -9.0240 21.0720 -7.5078
C -8.0637 21.6572 -8.6264
O -6.9983 20.6837 -8.6038
C -7.0272 19.9340 -7.5786
O -6.1961 19.0953 -7.3004
O -8.0618 20.2553 -6.8436
H -10.3510 22.7978 -6.8036
H -8.7921 22.7644 -6.2246
H -9.9336 21.5918 -5.5761
H -9.8785 20.5775 -7.9699
H -7.6631 22.6472 -8.4081
H -8.6432 21.7734 -9.5422
C 0.9753 15.5286 -8.7018
C 2.1490 15.3106 -9.5932
C 2.4162 16.4671 -10.5651
O 3.8296 16.6286 -10.4559
C 4.3046 15.8504 -9.5694
O 5.4334 15.8180 -9.1912
O 3.2916 15.3223 -8.7977
H 1.0256 14.7639 -7.9267
H -0.0284 15.4352 -9.1164
H 0.9866 16.5074 -8.2223
H 1.9961 14.4719 -10.2724
H 1.8855 17.3912 -10.3358
H 2.2387 16.1565 -11.5948
C -2.0704 18.2908 -13.5266
C -0.6549 17.8274 -13.0079
C -0.3234 16.3312 -13.1765
O 0.9612 16.3731 -13.6472
C 1.3469 17.5934 -14.0009
O 2.4799 17.7790 -14.4844
O 0.3489 18.4530 -13.8142
H -2.1766 17.9201 -14.5461
H -2.1933 19.3727 -13.5754
H -2.9057 17.9566 -12.9111
H -0.4630 18.1247 -11.9769
H -1.1054 15.9435 -13.8294
H -0.3362 15.7344 -12.2645
C -5.3910 13.8494 -10.6836
C -4.1475 13.0400 -10.9824
C -2.8181 13.7669 -10.5287
O -2.2461 12.7866 -9.6460
C -3.0536 11.7700 -9.4534
O -2.7415 10.8157 -8.8057
O -4.1885 11.8662 -10.1863
H -5.3252 14.6937 -11.3699
H -5.4634 14.3142 -9.7002
H -6.3465 13.3745 -10.9064
H -4.0021 12.8048 -12.0367
H -2.9754 14.7600 -10.1078
H -2.0863 13.9358 -11.3187
C -7.5762 18.4426 -11.5210
C -8.3108 19.7901 -11.5396
C -8.9936 20.0915 -12.8830
O -10.2539 20.6171 -12.4220
C -10.4942 20.4294 -11.1575
O -11.4648 20.7857 -10.5754
O -9.3992 19.7988 -10.6186
H -8.1590 17.7144 -12.0852
H -7.2148 18.2007 -10.5215
H -6.6992 18.4221 -12.1680
H -7.6629 20.6451 -11.3467
H -9.0445 19.2043 -13.5142
H -8.6143 20.7931 -13.6260
C -1.7118 20.6813 -5.2044
O -2.5139 20.5951 -4.0264
C -3.7201 20.0110 -4.2395
O -3.9913 19.2489 -5.1151
O -4.5651 20.2078 -3.1924
C -4.2533 21.0735 -2.1167
H -1.7276 19.8270 -5.8812
H -0.6892 20.8192 -4.8532
H -1.9440 21.5875 -5.7638
H -4.4444 22.1390 -2.2442
H -3.3035 20.7581 -1.6849
H -4.9467 20.7007 -1.3629
C -1.7629 13.7925 -6.4768
O -1.4433 14.4722 -5.3424
C -2.0300 15.6545 -4.8977
O -2.7683 16.3703 -5.6255
O -1.6147 15.8143 -3.5911
C -2.0075 17.0019 -2.7717
H -1.0299 13.0312 -6.7439
H -1.8235 14.5222 -7.2842
H -2.7073 13.2482 -6.4748
H -1.4237 17.0680 -1.8536
H -3.0563 16.8646 -2.5084
H -1.8952 17.9036 -3.3738
*
```

Results of the Mulliken charge analysis, in e, for atoms 1 through 4:
1 Ca 1.84
2 P 1.76
3 F -0.32
4 F -0.42

=====

| no. | F_max (hartree/bohr) |
| --- | --- |
| 1 | 0.012 |
| 2 | 0.045 |
| 3 | 0.145 |